# C39H42N8P2PdS

A structure of composition C39H42N8P2PdS at a distorted geometry (ωB97M-V/def2-TZVPD, the OMol25 dataset).

CARTESIAN COORDINATES (ANGSTROEM)
1 Pd 1.458 0.290 -0.679
2 N 3.400 -0.124 2.289
3 C 4.056 0.632 1.399
4 N 5.228 1.134 1.742
5 C 5.933 1.718 0.769
6 N 7.122 2.221 1.058
7 N 5.510 1.795 -0.510
8 C 4.314 1.321 -0.754
9 N 3.510 0.767 0.163
10 C 3.862 1.329 -2.156
11 C 4.789 1.504 -3.182
12 C 4.363 1.382 -4.492
13 C 3.024 1.119 -4.742
14 C 2.159 1.008 -3.663
15 N 2.571 1.101 -2.405
16 H 3.708 -0.127 3.246
17 H 2.460 -0.426 2.073
18 H 7.466 2.162 2.003
19 H 7.685 2.621 0.326
20 H 5.813 1.714 -2.922
21 H 5.068 1.487 -5.301
22 H 2.657 1.020 -5.750
23 H 1.095 0.848 -3.803
24 C -6.452 -1.520 2.496
25 S -5.076 -0.355 2.620
26 C -5.013 0.219 0.879
27 C -3.666 0.840 0.536
28 C -2.515 -0.112 0.900
29 N -1.229 0.152 0.264
30 P -0.760 -0.518 -1.257
31 C -2.259 -0.284 -2.279
32 C -3.243 -1.260 -2.397
33 C -4.409 -0.973 -3.087
34 C -4.591 0.274 -3.666
35 C -3.600 1.240 -3.569
36 C -2.434 0.957 -2.882
37 C -0.658 -2.338 -1.188
38 C -0.170 -2.838 -2.399
39 C 0.020 -4.191 -2.578
40 C -0.263 -5.062 -1.535
41 C -0.714 -4.571 -0.320
42 C -0.914 -3.211 -0.139
43 P -0.175 1.458 0.657
44 C -1.276 2.891 0.938
45 C -1.718 3.628 -0.157
46 C -2.619 4.662 0.026
47 C -3.063 4.974 1.302
48 C -2.607 4.255 2.395
49 C -1.711 3.215 2.220
50 C 0.474 1.181 2.332
51 C 1.365 2.178 2.741
52 C 1.958 2.119 3.987
53 C 1.678 1.051 4.830
54 C 0.805 0.054 4.424
55 C 0.209 0.104 3.172
56 H -6.516 -2.042 3.444
57 H -6.256 -2.229 1.696
58 H -7.374 -0.978 2.307
59 H -5.815 0.946 0.745
60 H -5.210 -0.650 0.251
61 H -3.549 1.782 1.069
62 H -3.650 1.053 -0.534
63 H -2.805 -1.130 0.618
64 H -2.370 -0.078 1.985
65 H -3.098 -2.236 -1.958
66 H -5.180 -1.725 -3.169
67 H -5.502 0.489 -4.201
68 H -3.739 2.208 -4.025
69 H -1.645 1.693 -2.797
70 H 0.056 -2.142 -3.201
71 H 0.398 -4.566 -3.517
72 H -0.131 -6.123 -1.670
73 H -0.919 -5.257 0.491
74 H -1.283 -2.846 0.809
75 H -1.350 3.389 -1.145
76 H -2.973 5.229 -0.820
77 H -3.762 5.783 1.446
78 H -2.950 4.500 3.388
79 H -1.362 2.653 3.073
80 H 1.566 3.002 2.064
81 H 2.633 2.900 4.297
82 H 2.147 0.997 5.799
83 H 0.583 -0.768 5.085
84 H -0.470 -0.676 2.856
85 C 3.616 -4.973 -0.258
86 C 2.850 -4.108 0.749
87 C 2.470 -2.852 0.193
88 N 2.143 -1.846 -0.253
89 H 3.985 -5.862 0.247
90 H 4.467 -4.435 -0.674
91 H 2.961 -5.287 -1.067
92 H 3.474 -3.914 1.625
93 H 1.937 -4.617 1.073

## Properties
* total energy: -85928.3695 eV
* ΔE to the lowest compared entry with this formula, charge and spin: 0.0000 eV
* frontier orbital gap (alpha / beta): 5.4 / 5.3 eV
* charge: +2
* LUMO (alpha / beta): -6.9 / -6.9 eV
* HOMO (alpha / beta): -12.3 / -12.3 eV

Here are the Mulliken charges for atoms 1 to 5, given in e: -1.69 -0.02 0.38 -0.79 0.33


# C3H6N2OS

The molecule C3H6N2OS at a distorted geometry (ωB97M-V/def2-TZVPD, the OMol25 dataset).

CARTESIAN COORDINATES (ANGSTROEM)
1 C 1.049 -0.832 -0.870
2 S 0.763 0.398 0.226
3 C -0.320 -0.433 1.475
4 O 1.905 0.741 1.016
5 N -0.056 2.253 -0.240
6 C -1.039 2.523 0.566
7 N -1.939 2.406 1.260
8 H 1.889 -0.608 -1.538
9 H 0.177 -1.239 -1.484
10 H 0.008 -1.437 1.156
11 H -0.282 -0.071 2.455
12 H -1.348 -0.367 1.117
13 H 0.629 2.991 -0.087

## Properties
* total energy: -19066.1697 eV
* ΔE to the lowest compared entry with this formula, charge and spin: 5.9970 eV
* SMILES: C=[S@@](C)(=O)NC#N
* frontier orbital gap (alpha / beta): 8.5 / 8.5 eV
* LUMO (alpha / beta): -1.0 / -1.0 eV
* HOMO (alpha / beta): -9.5 / -9.5 eV

Here are the Mulliken charges for atoms 1 to 5, given in e: -0.77 0.92 -1.03 -0.56 -0.56